Below is a cluster of 2 separate species, C9H14 in total at a distorted geometry, with properties calculated with the ωB97M-V functional and the def2-TZVPD basis.

Summary:
- charge = 0
- SMILES = Cc1ccccc1.CC
- ΔE to the lowest compared entry with this formula, charge and spin (kJ/mol) = 40.10
- total energy (eV) = -9559.7659
- E_LUMO (eV) = 1.016
- gap between HOMO and LUMO (eV) = 10.048
- E_HOMO (eV) = -9.032

Last column: natural (NBO) charge in e.
Element x y z (Å)
C -0.921 -2.579 -2.328  -0.629
C -1.061 -1.774 -1.076  -0.020
C -2.190 -0.985 -0.873  -0.204
C -2.301 -0.181 0.244  -0.203
C -1.314 -0.222 1.223  -0.224
C -0.130 -0.872 0.970  -0.216
C -0.007 -1.659 -0.174  -0.211
H -0.917 -1.954 -3.226  0.220
H -1.739 -3.292 -2.443  0.220
H 0.018 -3.130 -2.339  0.213
H -2.987 -0.984 -1.611  0.207
H -3.171 0.443 0.389  0.212
H -1.552 0.183 2.201  0.215
H 0.685 -0.987 1.677  0.216
H 0.933 -2.091 -0.484  0.206
C 2.695 2.339 1.395  -0.613
C 1.443 2.671 0.559  -0.618
H 2.605 2.596 2.449  0.204
H 2.947 1.278 1.328  0.200
H 3.569 2.839 0.970  0.203
H 0.860 1.776 0.363  0.216
H 1.724 3.227 -0.335  0.205
H 0.811 3.357 1.122  0.201